Entry 1:
Below is a cluster of 12 separate species, C23H51ClN13O28P in total at a distorted geometry, with properties calculated with wB97M-V/def2-TZVPD.

CARTESIAN COORDINATES (ANGSTROEM)
C 2.46 2.67 2.33
C 2.95 3.14 1.09
C 2.64 2.59 -0.38
C 2.56 4.00 -1.22
N 3.89 1.78 -0.67
C 3.72 0.30 -0.56
O 4.56 -0.60 -0.76
C 2.15 0.22 -0.19
P 1.23 -1.41 -0.34
N 2.17 -2.52 0.39
O 0.99 -1.98 -1.93
O -0.22 -1.39 0.61
C 1.42 1.60 -0.66
C 0.10 2.05 0.13
C -1.28 1.46 -0.42
O -1.99 2.33 -1.35
C -2.87 3.12 -0.51
O -2.59 4.34 -0.40
C 0.96 1.41 -2.19
C 2.14 1.37 -3.27
O 2.59 2.37 -3.88
Cl 2.93 -0.23 -3.78
H 2.35 1.58 2.66
H 2.20 3.46 3.13
H 3.71 4.02 1.15
H 2.60 4.91 -0.54
H 1.68 4.03 -1.95
H 3.53 4.02 -1.84
H 4.72 2.06 -0.12
H 2.20 0.34 0.96
H 1.62 -2.88 1.21
H 1.84 -2.39 -2.28
H -1.00 -1.61 0.05
H -0.01 3.20 0.17
H 0.22 1.65 1.21
H -1.22 0.42 -0.89
H -1.98 1.35 0.51
H -3.78 2.67 0.02
H 0.33 0.46 -2.38
H 0.30 2.32 -2.48
C -0.68 5.45 4.16
N -0.24 4.54 3.08
O -0.71 3.40 3.07
O 0.57 4.98 2.28
H -1.40 4.92 4.79
H 0.20 5.75 4.74
H -1.15 6.31 3.69
C -6.12 1.52 -1.81
N -6.02 0.43 -0.80
O -7.00 -0.29 -0.67
O -4.97 0.34 -0.19
H -7.10 1.49 -2.28
H -5.97 2.47 -1.28
H -5.33 1.36 -2.54
C 3.53 4.48 6.25
N 2.46 5.21 5.53
O 2.64 5.48 4.35
O 1.46 5.51 6.18
H 4.35 4.29 5.56
H 3.86 5.11 7.08
H 3.10 3.54 6.61
C 6.90 -2.46 0.17
N 8.07 -2.83 1.01
O 8.51 -1.98 1.76
O 8.50 -3.97 0.90
H 6.63 -1.43 0.37
H 7.20 -2.58 -0.87
H 6.09 -3.14 0.42
C -8.08 -2.92 -1.74
N -7.62 -3.86 -2.79
O -8.07 -4.99 -2.77
O -6.81 -3.43 -3.60
H -8.79 -3.44 -1.10
H -7.21 -2.60 -1.17
H -8.56 -2.08 -2.24
C 0.33 0.70 7.26
N 0.55 2.16 7.40
O -0.44 2.88 7.36
O 1.70 2.54 7.55
H -0.74 0.51 7.15
H 0.88 0.37 6.39
H 0.70 0.22 8.17
C -4.17 0.74 -6.03
N -4.86 1.23 -4.81
O -4.37 2.20 -4.23
O -5.87 0.63 -4.47
H -3.30 1.36 -6.21
H -3.88 -0.30 -5.85
H -4.88 0.81 -6.86
C 2.71 -5.62 -1.11
N 2.94 -5.02 -2.45
O 3.49 -3.93 -2.50
O 2.56 -5.67 -3.42
H 3.10 -4.93 -0.35
H 1.64 -5.76 -0.99
H 3.25 -6.57 -1.08
C 7.64 -5.99 -1.90
N 6.18 -6.16 -1.67
O 5.72 -7.28 -1.83
O 5.56 -5.17 -1.34
H 8.07 -6.94 -2.18
H 7.77 -5.25 -2.69
H 8.08 -5.63 -0.96
C -7.29 -0.26 2.32
N -7.88 -1.27 3.24
O -7.12 -1.85 4.00
O -9.09 -1.44 3.17
H -6.22 -0.21 2.49
H -7.50 -0.59 1.30
H -7.76 0.70 2.54
C -0.87 -3.55 -4.75
N -1.99 -2.63 -5.07
O -2.09 -2.26 -6.23
O -2.72 -2.31 -4.15
H -0.30 -3.75 -5.65
H -0.24 -3.06 -4.00
H -1.30 -4.47 -4.35

Gap between HOMO and LUMO, eV: 8.235
Lowest unoccupied orbital energy, eV: -0.54
SMILES: C=C[C@@]1(C)NC(=O)[C@H](P(=N)(O)O)[C@]1(CCOC=O)CC(=O)Cl.C[N+](=O)[O-].C[N+](=O)[O-].C[N+](=O)[O-].C[N+](=O)[O-].C[N+](=O)[O-].C[N+](=O)[O-].C[N+](=O)[O-].C[N+](=O)[O-].C[N+](=O)[O-].C[N+](=O)[O-].C[N+](=O)[O-]

Entry 2:
Below is a structure of composition C23H51ClNO13PS3Si at a distorted geometry, with properties calculated with wB97M-V/def2-TZVPD.

CARTESIAN COORDINATES (ANGSTROEM)
C -0.02 0.10 4.20
C 0.20 -1.50 4.63
Cl 1.96 -1.65 5.18
C -0.75 -1.77 5.94
O -0.63 -3.10 6.54
P -0.74 -4.38 5.36
O -1.21 -5.69 6.17
O -1.82 -4.06 4.03
C -3.21 -3.82 4.47
C -4.24 -4.21 3.22
C -4.91 -2.86 2.59
C -3.89 -1.92 1.72
N -3.37 -2.59 0.44
C -2.09 -2.03 -0.17
C -1.62 -2.87 -1.52
C -2.84 -3.98 -1.58
C -3.91 -3.76 -0.36
O 0.87 -4.71 4.78
Si 0.86 -5.49 3.20
C -0.27 -7.07 3.34
C 0.42 -4.34 1.72
C 2.66 -6.18 2.82
H -1.13 0.36 4.49
H 0.04 0.13 3.01
H 0.78 0.80 4.71
H -0.09 -2.12 3.67
H -0.39 -0.99 6.77
H -1.90 -1.47 5.75
H -3.49 -4.35 5.48
H -3.32 -2.63 4.57
H -5.09 -4.89 3.66
H -3.65 -4.85 2.44
H -5.77 -3.21 1.86
H -5.39 -2.19 3.43
H -4.36 -0.86 1.54
H -2.92 -1.75 2.39
H -1.43 -1.13 0.20
H -0.68 -2.71 -2.20
H -2.90 -4.83 -2.40
H -4.89 -4.34 -0.10
H -1.30 -6.85 3.84
H 0.32 -7.82 4.06
H -0.39 -7.65 2.31
H 1.07 -3.34 1.72
H -0.72 -4.06 1.65
H 0.70 -4.94 0.73
H 2.60 -6.81 1.80
H 3.09 -6.83 3.69
H 3.33 -5.24 2.58
O -3.09 2.13 -2.75
S -2.04 1.15 -2.96
O -0.94 0.98 -2.03
O -1.43 1.35 -4.46
C -0.95 2.63 -4.84
C 0.41 2.91 -4.25
C -2.79 -0.44 -3.24
H -1.67 3.41 -4.57
H -0.87 2.63 -5.93
H 0.36 3.01 -3.16
H 0.83 3.84 -4.65
H 1.11 2.09 -4.46
H -3.58 -0.33 -3.98
H -3.20 -0.78 -2.29
H -2.02 -1.13 -3.58
O -0.25 8.19 -0.36
S 0.73 7.15 -0.59
O 0.84 6.47 -1.87
O 0.62 6.03 0.59
C -0.64 5.43 0.84
C -0.96 4.37 -0.20
C 2.33 7.78 -0.16
H -1.43 6.18 0.89
H -0.58 4.96 1.83
H -1.12 4.81 -1.18
H -1.87 3.82 0.08
H -0.13 3.66 -0.30
H 2.27 8.25 0.83
H 2.62 8.51 -0.91
H 3.05 6.95 -0.15
O 3.43 2.94 -5.24
S 4.26 4.10 -5.46
O 4.47 4.67 -6.78
O 5.71 3.85 -4.76
C 6.44 2.69 -5.11
C 7.11 2.84 -6.46
C 3.72 5.40 -4.38
H 5.80 1.80 -5.08
H 7.21 2.55 -4.34
H 6.37 2.88 -7.27
H 7.78 1.99 -6.66
H 7.69 3.77 -6.51
H 3.61 5.00 -3.37
H 2.75 5.77 -4.74
H 4.45 6.21 -4.40

Gap between HOMO and LUMO, eV: 8.325
Lowest unoccupied orbital energy, eV: 0.20

In order of appearance, DFT total energy = -123155.1153 -114972.5173 eV.